Formula: C5H8N2O2S
Source: the OMol25 dataset
Level of theory: ωB97M-V/def2-TZVPD

Structure (XYZ):
```
18
Properties=species:S:1:pos:R:3:forces:R:3
C -0.27268 2.91946 -0.21573 2.68 -0.04 0.18
C -0.94295 1.57423 -0.11943 1.49 -0.56 5.73
C 1.26238 0.39689 0.55471 0.43 4.45 0.99
C 0.17393 -3.27466 -0.05980 8.15 1.34 1.47
C -0.48505 -0.88689 -0.28145 0.25 -0.30 0.04
H 0.31794 3.17486 0.82055 -1.55 -0.49 -3.01
H 0.44342 2.88856 -1.12455 -0.69 0.15 1.69
H -0.98820 3.67106 -0.49918 -0.46 0.34 0.34
H -1.47954 1.46497 0.91429 0.38 0.61 -1.85
H -1.54244 1.20901 -0.81943 -3.31 -0.19 -3.33
H -0.68477 -3.48668 -0.52740 -2.88 -0.73 -1.96
H 0.27338 -3.63374 0.96169 -0.70 -0.21 0.14
H 1.26099 -3.64188 -0.52200 -3.29 -0.10 0.46
N -0.05870 0.39784 -0.08529 5.41 0.06 2.02
N 0.50085 -1.82383 -0.04220 -1.03 -0.05 -0.08
O 1.86079 1.42770 1.01151 -2.26 -4.17 -1.79
O -1.60321 -1.14694 -0.63545 -1.09 -0.59 -0.41
S 1.96388 -1.22996 0.66917 -1.54 0.48 -0.64
```
Positions in Å, forces in eV/Å.

The value obtained for the electronic energy is -23223.80262 eV. Its multiplicity is 1. The calculation puts the molecular weight at 160.20 g/mol. Its SMILES is CCn1c(=O)sn(C)c1=O. The HOMO energy is -9.047 eV.